No. 1
Here is an isolated molecule of C4H6O2 at a distorted geometry from the OMol25 dataset. Energies are from wB97M-V/def2-TZVPD.

The gap between HOMO and LUMO is 0.3600 hartree. The energy above the lowest of the compared OMol25 structures with the same formula, charge and spin comes out at 135.1 kcal per mole. The SMILES is C1OCC12CO2. Its charge is 0.

Each line ends with the Mulliken charge.
CARTESIAN COORDINATES (ANGSTROEM)
C 1.9551 0.0076 -0.0476  -0.686
O 1.1988 -0.2687 1.1370  -0.404
C 0.2826 0.0234 0.1828  0.640
C -0.8581 0.9876 0.4901  -0.327
O -1.7641 0.1210 -0.2154  -0.392
C -0.7425 -0.8589 -0.4807  -0.358
H 2.0953 -0.9376 -0.5934  0.210
H 1.2335 0.7505 -0.6525  0.311
H -0.8642 2.0151 0.1087  0.255
H -1.0343 0.9883 1.5760  0.236
H -0.8735 -1.8022 0.0554  0.273
H -0.6286 -1.0261 -1.5605  0.242



No. 2
Here is a cluster of 13 separate species, C20H66O13 in total at a distorted geometry from the OMol25 dataset. Energies are from wB97M-V/def2-TZVPD.

The gap between HOMO and LUMO is 0.3523 hartree. The energy above the lowest of the compared OMol25 structures with the same formula, charge and spin comes out at 55.6 kcal per mole. Its charge is 0.

Each line ends with the Mulliken charge.
CARTESIAN COORDINATES (ANGSTROEM)
C -0.2043 4.1822 -1.6614  -0.294
O -0.1182 4.4248 -3.0667  -0.587
H 0.2291 5.0189 -1.1091  0.449
H -1.2141 3.9772 -1.2973  0.263
H 0.3977 3.2970 -1.4684  -0.133
H -0.5691 5.2498 -3.2666  0.272
C 2.5817 4.3605 0.6455  -0.197
O 2.1250 5.7149 0.6167  -0.544
H 1.9546 3.7718 1.3223  -0.186
H 2.5179 3.9569 -0.3636  0.266
H 3.6177 4.2571 0.9822  0.353
H 1.9670 5.9696 1.5303  0.310
C 2.7058 1.9411 3.4725  -0.494
O 3.5840 1.5596 2.4310  -0.509
H 3.1340 1.6719 4.4459  0.355
H 2.6279 3.0299 3.4674  0.272
H 1.6979 1.5219 3.4034  0.078
H 3.5334 0.5852 2.3599  0.387
C -5.3132 2.1069 0.0580  -0.535
O -5.4310 2.8142 1.3023  -0.629
H -5.2732 2.7857 -0.7964  0.272
H -4.3965 1.5174 0.0361  0.072
H -6.1452 1.4096 -0.0523  0.374
H -6.3340 3.1287 1.3744  0.298
C -1.7446 -0.2440 3.4368  0.006
O -0.5558 -0.0124 4.1881  -0.518
H -2.1925 0.6672 3.0347  -0.239
H -1.5054 -0.8585 2.5555  -0.040
H -2.5141 -0.7431 4.0322  0.494
H -0.4899 -0.7471 4.8020  0.293
C -1.6393 1.4873 -3.8973  -0.159
O -0.4601 2.0125 -4.4783  -0.592
H -2.5294 1.7556 -4.4761  0.348
H -1.6219 0.3984 -3.8253  0.104
H -1.7427 1.8578 -2.8725  -0.110
H -0.2539 2.8381 -4.0035  0.400
C -0.7280 -3.9272 1.1261  -0.355
C -0.0097 -5.0713 1.8018  -0.501
O 1.0928 -5.4212 0.9827  -0.530
H -1.5885 -3.6404 1.7335  0.350
H -1.0017 -4.2037 0.1083  0.320
H -0.1005 -3.0371 1.0195  -0.248
H -0.7381 -5.8879 1.8868  0.389
H 0.2837 -4.8145 2.8249  0.311
H 1.6314 -6.0990 1.4009  0.290
C 4.7884 -2.1123 -1.4727  -1.028
C 3.9566 -1.8308 -2.7105  0.500
O 4.6910 -1.0343 -3.6230  -0.587
H 4.1933 -2.6134 -0.7076  0.139
H 5.1178 -1.1693 -1.0276  0.299
H 5.6808 -2.6967 -1.6931  0.413
H 3.0234 -1.3295 -2.4288  -0.195
H 3.6866 -2.7902 -3.1691  0.182
H 4.1021 -0.8101 -4.3507  0.318
C 0.4900 -0.0158 -0.6453  -0.989
C -0.0707 1.0252 0.3021  1.530
O -1.4504 1.2674 0.0030  0.285
H 0.0377 -0.9984 -0.4811  -0.286
H 1.5687 -0.0760 -0.5069  0.636
H 0.2286 0.2570 -1.6700  0.058
H 0.5206 1.9355 0.1639  -0.442
H -0.0561 0.7323 1.3583  -0.496
H -1.7584 2.0227 0.5484  -0.027
C -0.9474 3.6187 3.1300  -0.428
C -2.4450 3.6974 2.8592  -0.457
O -2.6596 3.1621 1.5429  -0.359
H -0.5916 2.5963 3.2603  -0.122
H -0.6385 4.2126 3.9928  0.486
H -0.4190 4.0475 2.2734  0.020
H -2.7454 4.7491 2.8113  0.378
H -2.9984 3.1635 3.6339  0.331
H -3.6236 3.0225 1.4431  0.172
C 0.4380 -3.0168 -3.4276  -0.573
C 0.3879 -3.6857 -4.7706  -0.447
O 1.5309 -3.2858 -5.5329  -0.507
H -0.4100 -3.3885 -2.8420  0.270
H 0.3214 -1.9328 -3.4651  0.177
H 1.3274 -3.2381 -2.8378  0.191
H -0.5075 -3.3802 -5.3233  0.297
H 0.3893 -4.7764 -4.6665  0.300
H 1.4820 -3.6270 -6.4276  0.280
C 1.8161 -2.0174 3.1783  -0.535
C 2.9238 -2.3165 2.2032  -0.020
O 3.8185 -1.2087 2.1276  -0.520
H 1.3521 -1.0905 2.8304  -0.122
H 2.2578 -1.8306 4.1600  0.395
H 1.0271 -2.7543 3.2977  0.123
H 2.5430 -2.5437 1.2023  0.021
H 3.4957 -3.2088 2.4799  0.386
H 4.7176 -1.4989 1.9656  0.237
C -3.8210 -2.7298 -1.9330  -1.511
C -3.0883 -1.8021 -0.9923  0.945
O -3.0169 -0.4733 -1.5203  -0.553
H -4.8917 -2.5441 -1.8556  0.385
H -3.6231 -3.7621 -1.6333  0.376
H -3.4778 -2.6339 -2.9613  0.328
H -2.0327 -2.0746 -0.8550  -0.498
H -3.5546 -1.7772 0.0002  0.232
H -2.3536 0.0025 -0.9837  0.084



No. 3
Here is a cluster of 2 separate species, C15H18O in total at a distorted geometry from the OMol25 dataset. Energies are from wB97M-V/def2-TZVPD.

The gap between HOMO and LUMO (alpha / beta) is 0.0797 / 0.2605 hartree. The energy above the lowest of the compared OMol25 structures with the same formula, charge and spin comes out at 67.1 kcal per mole. Its spin multiplicity is 2. Its charge is -1.

Each line ends with the Löwdin spin population.
CARTESIAN COORDINATES (ANGSTROEM)
C 0.8993 -2.3573 0.4380  0.029
C 1.3107 -3.6558 -0.2553  0.030
C -0.5646 -1.9454 0.6569  0.020
C -1.5656 -1.9909 -0.3146  0.048
C -1.0530 -1.5401 1.9905  0.016
C -2.8629 -1.2605 -0.1649  0.024
C -2.2213 -0.9231 2.1615  0.036
C -3.0570 -0.7330 1.0335  0.012
O -4.1433 -0.0023 1.3988  0.004
H 1.4194 -1.9445 1.4237  0.006
H 1.2869 -1.5924 -0.2372  0.016
H 0.6720 -4.4658 -0.1136  0.002
H -1.3351 -2.5673 -1.2932  0.013
H -0.2181 -1.7199 2.6856  0.003
H -3.6804 -1.4822 -0.9741  0.001
H -2.6391 -0.8664 3.1084  0.005
H -4.6740 0.1525 0.6465  0.000
H 2.3335 -3.9352 -0.0595  0.004
H 1.2280 -3.2609 -1.4101  0.013
C 0.0004 2.7895 -2.4608  0.019
C 2.4495 2.0781 0.9227  0.066
C 1.0970 1.7444 0.9218  0.180
C 3.0090 2.6695 -0.1435  0.084
C 0.4505 1.6849 -0.3189  0.089
C 2.2361 3.0268 -1.2999  0.149
C 0.9229 2.4575 -1.3368  0.054
H 3.0179 1.7318 1.7286  0.008
H 0.6034 1.4362 1.8332  0.027
H 4.1294 2.9724 -0.1905  0.007
H -0.5256 1.1121 -0.3436  0.005
H 2.5480 3.7459 -1.9547  0.020
H 0.3634 2.5079 -3.4651  0.003
H -0.4430 3.7988 -2.3792  0.003
H -0.9944 2.3347 -2.2343  0.002



No. 4
Here is a cluster of 2 separate species, C6H12N6 in total at a distorted geometry from the OMol25 dataset. Energies are from wB97M-V/def2-TZVPD.

The gap between HOMO and LUMO is 0.3284 hartree. The energy above the lowest of the compared OMol25 structures with the same formula, charge and spin comes out at 101.3 kcal per mole. Its charge is +2.

Each line ends with the Mulliken charge.
CARTESIAN COORDINATES (ANGSTROEM)
C 1.5121 -0.2260 0.3151  -0.445
C -2.2467 1.3597 1.4917  -0.070
C -0.6606 0.9073 -0.0380  -0.328
C -1.8629 -1.1225 -1.1117  0.401
C 2.5746 0.4128 -0.0675  0.669
C 3.1488 -0.5512 0.9627  -0.844
N -2.7124 0.3954 0.6863  -0.244
N -1.7043 0.0763 -0.2204  0.389
N -0.9884 1.6576 0.9956  -0.029
N -0.9349 -1.9214 -0.9215  -0.515
N -2.9310 -1.1546 -1.9085  -0.439
N 3.2163 1.2344 -0.7664  -0.354
H 0.8584 -1.0154 0.0457  0.418
H -2.5354 1.7721 2.4261  0.451
H 3.3513 0.0765 1.9517  0.305
H 4.0513 -1.1866 0.7233  0.372
H 2.4626 -1.3097 1.3936  0.321
H -3.6099 -0.1801 0.8114  0.329
H -0.2533 2.3127 1.3748  0.304
H -0.9752 -2.7484 -1.4864  0.239
H -3.4405 -0.3642 -2.0630  0.208
H -3.0700 -1.8362 -2.7141  0.274
H 4.0340 1.7990 -0.3481  0.317
H 2.7162 1.6124 -1.5323  0.270



No. 5
Here is a structure of composition C6H10INS at a distorted geometry from the OMol25 dataset. Energies are from wB97M-V/def2-TZVPD.

The gap between HOMO and LUMO is 0.3042 hartree. The energy above the lowest of the compared OMol25 structures with the same formula, charge and spin comes out at 56.9 kcal per mole. Its charge is 0.

Each line ends with the Mulliken charge.
CARTESIAN COORDINATES (ANGSTROEM)
C 0.6695 0.3507 -1.1993  -0.576
C 1.5469 -0.3956 -0.2132  -0.929
C -1.8135 1.0911 -0.6272  -0.955
C -0.3143 1.2341 -0.4813  0.059
C -1.1365 0.4089 0.5398  0.191
C 0.8885 -1.3312 0.7566  0.142
N -0.9572 -0.9567 0.7593  -0.676
S 1.3361 -1.0857 2.4131  -0.243
I -1.9210 -2.1798 -0.7475  0.035
H 1.4196 0.9832 -1.6120  0.382
H 0.2088 -0.3870 -2.0075  0.118
H 2.4013 -0.7733 -0.7257  0.480
H 2.1289 0.3563 0.3382  0.411
H -2.4351 1.9526 -0.5515  0.288
H -2.1999 0.3857 -1.4505  0.077
H 0.0671 2.0862 -0.0464  0.382
H -1.3021 0.8583 1.5603  0.363
H 0.9731 -2.3242 0.3446  0.318
H 0.4398 -0.2737 2.9502  0.133



No. 6
Here is an isolated molecule of C9H12 at a distorted geometry from the OMol25 dataset. Energies are from wB97M-V/def2-TZVPD.

The gap between HOMO and LUMO is 0.3579 hartree. The energy above the lowest of the compared OMol25 structures with the same formula, charge and spin comes out at 57.0 kcal per mole. The SMILES is C[C@]12C[C@@H]3[C@@H]4C[C@H]1[C@H]2[C@H]34. Its charge is 0.

Each line ends with the Mulliken charge.
CARTESIAN COORDINATES (ANGSTROEM)
C -2.3729 0.0141 -0.0577  -1.509
C -0.9514 0.1732 0.0812  1.105
C -0.1975 1.3229 -0.6142  -0.835
C 1.1619 1.1823 -0.0351  -0.291
C 1.7902 -0.1363 -0.1526  -0.281
C 1.0711 -1.1942 -0.8599  -0.987
C -0.2027 -1.2156 -0.0087  -0.527
C -0.1608 -0.3355 1.2912  -0.691
C 1.1376 0.3299 1.1516  -0.170
H -2.7748 -0.9398 0.2422  0.393
H -2.7125 0.3941 -1.0635  0.308
H -2.9529 0.7234 0.7137  0.236
H -0.4544 2.4000 -0.4514  0.362
H -0.4974 1.0277 -1.7794  0.273
H 1.8338 2.1093 -0.0362  0.344
H 2.9437 -0.1195 -0.3695  0.313
H 1.5796 -2.1022 -0.5507  0.419
H 0.9766 -1.1331 -1.9153  0.394
H -0.7443 -2.1900 0.1648  0.289
H -0.3968 -0.7525 2.2712  0.486
H 1.9239 0.4416 1.9783  0.369